{"formula": "C15H30B2Cl27F4O2", "method": "ωB97M-V/def2-TZVPD", "e_above_lowest_ev": 0.000, "lumo_energy_ev": 1.7, "gap_ev": 7.105, "total_charge": -1, "total_energy_ev": -370470.7229, "elements": ["O", "B", "O", "B", "Cl", "C", "F", "F", "C", "F", "F", "H", "H", "H", "H", "C", "Cl", "Cl", "H", "H", "C", "Cl", "Cl", "H", "H", "C", "Cl", "Cl", "H", "H", "C", "Cl", "Cl", "H", "H", "C", "Cl", "Cl", "H", "H", "C", "Cl", "Cl", "H", "H", "C", "Cl", "Cl", "H", "H", "C", "Cl", "Cl", "H", "H", "C", "Cl", "Cl", "H", "H", "C", "Cl", "Cl", "H", "H", "C", "Cl", "Cl", "H", "H", "C", "Cl", "Cl", "H", "H", "C", "Cl", "Cl", "H", "H"], "coordinates": [[-2.642, 0.893, 6.485], [-2.244, 0.314, 5.276], [-3.302, 0.163, 4.365], [-0.608, -0.133, 4.980], [-0.477, -1.502, 3.635], [0.155, 1.210, 4.462], [0.544, 2.010, 5.534], [-0.689, 2.055, 3.699], [1.382, 1.024, 3.567], [2.421, 0.521, 4.286], [1.807, 2.236, 3.057], [-1.969, 1.506, 6.801], [-3.657, 1.030, 4.145], [-0.070, -0.511, 5.992], [1.164, 0.384, 2.710], [-0.610, 1.325, 0.459], [0.507, -0.024, 0.318], [-0.239, 2.602, -0.733], [-1.613, 0.955, 0.283], [-0.525, 1.767, 1.446], [0.803, 6.543, -1.078], [0.268, 5.511, -2.409], [-0.043, 8.094, -1.059], [0.597, 6.027, -0.147], [1.863, 6.733, -1.197], [1.357, 2.342, -4.765], [1.435, 2.130, -6.520], [2.757, 3.227, -4.140], [0.464, 2.905, -4.524], [1.338, 1.363, -4.300], [-3.176, 8.609, 1.118], [-3.776, 9.573, 2.476], [-2.333, 7.152, 1.637], [-4.023, 8.315, 0.510], [-2.482, 9.218, 0.551], [1.144, -4.318, 7.112], [-0.602, -4.383, 7.430], [1.544, -3.220, 5.797], [1.636, -3.973, 8.015], [1.466, -5.319, 6.855], [1.922, -8.677, 6.232], [1.541, -8.012, 4.644], [2.718, -7.491, 7.278], [0.997, -8.978, 6.710], [2.592, -9.519, 6.105], [3.735, -1.578, -1.588], [2.706, -2.328, -0.367], [2.783, -0.464, -2.586], [4.520, -1.024, -1.087], [4.142, -2.347, -2.234], [2.794, -5.201, -2.622], [4.441, -5.112, -1.981], [2.716, -4.731, -4.325], [2.449, -6.223, -2.528], [2.178, -4.518, -2.049], [5.586, 4.071, -6.885], [5.866, 5.663, -7.606], [5.867, 2.759, -8.036], [6.270, 3.947, -6.054], [4.557, 4.024, -6.548], [-2.173, 2.089, -3.625], [-3.883, 1.689, -3.817], [-1.581, 3.159, -4.913], [-2.012, 2.582, -2.677], [-1.588, 1.178, -3.665], [-0.624, -0.527, -5.946], [0.281, -0.575, -4.424], [-1.630, -1.960, -6.179], [-1.271, 0.344, -5.933], [0.087, -0.466, -6.760], [-5.083, -4.396, -7.772], [-3.825, -4.273, -6.540], [-4.693, -3.476, -9.232], [-5.192, -5.438, -8.047], [-6.003, -4.002, -7.358], [-4.591, -2.931, 6.082], [-3.730, -3.928, 4.909], [-4.311, -3.473, 7.750], [-4.243, -1.910, 5.986], [-5.652, -3.007, 5.883]], "forces_ev_per_angstrom": [[-0.16, 0.78, -0.48], [-0.02, -0.10, 0.06], [0.38, -0.20, -0.22], [-0.30, 0.11, 0.08], [-0.08, 0.17, -0.03], [0.22, 0.08, 0.09], [-0.19, -0.09, -0.28], [0.13, -0.19, 0.07], [0.01, 0.28, -0.11], [-0.19, -0.04, -0.09], [0.02, -0.04, 0.13], [0.22, -0.49, 0.32], [-0.34, -0.09, 0.32], [0.15, -0.05, -0.11], [0.10, -0.07, 0.33], [0.00, -0.04, 0.16], [-0.05, 0.02, -0.22], [-0.02, 0.02, 0.06], [-0.01, 0.07, -0.06], [0.02, -0.03, 0.01], [-0.01, -0.18, 0.10], [-0.03, 0.07, -0.11], [0.02, 0.13, -0.06], [-0.03, 0.01, 0.00], [-0.01, 0.02, -0.02], [0.55, 0.17, 0.42], [-0.01, 0.02, -0.04], [0.16, 0.06, -0.03], [0.59, -0.10, -0.05], [0.21, 0.41, -0.16], [0.05, 0.00, -0.12], [0.00, 0.00, 0.01], [-0.02, -0.07, 0.09], [-0.01, 0.00, 0.02], [0.00, 0.00, 0.02], [0.01, 0.01, 0.00], [0.00, 0.00, 0.01], [0.02, -0.09, 0.04], [-0.03, 0.01, 0.01], [-0.04, 0.14, -0.04], [-0.05, -0.01, -0.01], [0.00, 0.00, 0.00], [0.12, -0.17, 0.06], [0.00, 0.02, 0.00], [0.01, 0.02, 0.00], [-0.17, 0.06, -0.05], [0.13, -0.21, 0.12], [0.37, 0.08, 0.03], [-0.05, 0.06, 0.00], [-0.02, -0.01, 0.03], [-0.06, 0.04, 0.06], [0.05, -0.08, -0.02], [0.00, 0.01, 0.00], [0.02, -0.01, -0.03], [0.01, 0.00, -0.01], [-0.03, 0.00, 0.07], [0.01, 0.01, 0.01], [-0.01, -0.01, 0.01], [0.02, 0.01, -0.02], [-0.04, -0.03, -0.03], [0.04, -0.09, 0.06], [0.11, 0.03, -0.01], [-1.06, 0.25, -0.21], [-0.14, 0.10, 0.04], [-0.05, -0.09, 0.00], [-0.07, 0.03, -0.12], [-0.45, -0.78, -0.10], [0.07, 0.12, 0.02], [0.01, 0.01, -0.03], [0.00, -0.01, 0.05], [-0.04, -0.01, 0.01], [-0.08, -0.13, 0.00], [0.00, 0.00, 0.00], [0.02, 0.00, -0.01], [0.01, 0.02, -0.01], [0.02, 0.02, -0.05], [-0.01, -0.02, -0.01], [-0.02, 0.01, 0.01], [0.06, 0.04, 0.00], [0.00, 0.00, 0.01]]}


{"formula": "C10H9NO3S", "method": "ωB97M-V/def2-TZVPD", "e_above_lowest_ev": 1.418, "lumo_energy_ev": [-0.9, -0.9], "gap_ev": [7.280, 7.289], "smiles": "O=S(=O)=C1NC[C@]12OCc1ccccc12", "total_energy_ev": -28978.9876, "elements": ["C", "C", "C", "C", "C", "C", "C", "C", "C", "C", "N", "O", "O", "O", "S", "H", "H", "H", "H", "H", "H", "H", "H", "H"], "coordinates": [[-1.767, 2.391, -0.110], [-1.802, 1.387, -1.078], [-0.601, 2.557, 0.686], [-0.868, 0.409, -1.190], [0.337, 1.545, 0.544], [0.179, 0.463, -0.320], [0.422, -1.987, 0.438], [1.404, 1.041, 1.522], [1.770, -1.484, -1.202], [1.241, -0.542, -0.097], [0.884, -2.520, -0.716], [-1.747, -3.502, 0.671], [-1.581, -1.290, 1.896], [2.082, 0.072, 0.761], [-1.254, -2.076, 0.728], [-2.564, 3.050, -0.098], [-2.568, 1.368, -1.736], [-0.552, 3.394, 1.361], [-0.896, -0.518, -1.827], [2.087, 1.840, 1.882], [0.854, 0.470, 2.287], [1.604, -1.069, -2.231], [2.915, -1.618, -1.010], [0.420, -3.381, -1.163]], "forces_ev_per_angstrom": [[2.94, -0.87, -0.32], [0.60, 0.59, 1.37], [-1.60, -0.90, -1.18], [1.06, -1.93, -0.58], [0.40, -1.07, 1.31], [0.05, 1.28, -0.55], [1.92, 1.44, -2.61], [-0.77, 1.23, -0.44], [1.95, 1.37, 0.08], [-1.84, -1.20, 1.49], [-0.87, -2.47, -0.12], [1.01, 2.27, -0.18], [-0.21, 0.23, 0.48], [2.34, -0.68, -0.02], [-2.17, -2.50, 0.89], [-1.33, 1.40, 0.26], [-2.63, 0.01, -1.81], [0.29, -0.08, 0.33], [-0.55, 1.35, 0.24], [-0.27, -0.93, 0.01], [0.29, 0.63, 0.42], [0.03, -0.68, 0.77], [-2.04, -0.27, -0.54], [1.40, 1.80, 0.69]]}


{"formula": "CHCl4P", "method": "ωB97M-V/def2-TZVPD", "e_above_lowest_ev": 2.086, "lumo_energy_ev": [-1.3, -1.3], "gap_ev": [7.631, 7.257], "total_energy_ev": -60429.3601, "elements": ["C", "P", "Cl", "Cl", "Cl", "Cl", "H"], "coordinates": [[0.887, -0.443, -0.506], [-1.726, 0.469, 0.179], [0.650, -1.822, -1.489], [1.456, 0.852, -1.452], [1.875, -0.721, 0.895], [-1.245, 2.179, 1.011], [-1.897, -0.514, 1.362]], "forces_ev_per_angstrom": [[-0.80, 0.29, 0.55], [0.46, -3.01, -0.16], [-0.36, -0.78, -0.04], [0.15, 1.01, -0.26], [-0.29, -0.04, 0.11], [0.40, 1.02, 0.92], [0.43, 1.51, -1.13]]}


{"formula": "CH17NO6", "method": "ωB97M-V/def2-TZVPD", "e_above_lowest_ev": 1.494, "lumo_energy_ev": 0.3, "gap_ev": 10.282, "total_energy_ev": -15087.1598, "elements": ["H", "O", "N", "H", "H", "H", "C", "H", "H", "H", "O", "H", "H", "O", "H", "H", "O", "H", "H", "O", "H", "H", "O", "H", "H"], "coordinates": [[0.851, 0.013, 0.607], [-0.308, -0.358, 0.720], [1.781, 0.534, -0.138], [-0.882, 0.282, 0.289], [1.633, 1.337, -0.726], [1.932, -0.362, -0.608], [2.856, 0.883, 0.819], [3.782, 1.286, 0.413], [2.524, 1.720, 1.447], [3.145, 0.029, 1.427], [-1.704, -1.655, -1.043], [-0.994, -1.280, -0.449], [-2.294, -2.330, -0.708], [-0.285, -0.465, -3.730], [0.302, -1.226, -3.862], [-0.910, -0.948, -3.151], [0.263, 1.596, -2.015], [-0.059, 0.789, -2.469], [-0.452, 2.231, -1.840], [-3.171, -1.409, 1.986], [-2.921, -0.536, 1.658], [-2.508, -1.920, 1.502], [-1.203, 0.748, 3.396], [-1.044, 0.033, 2.764], [-0.332, 1.009, 3.713]], "forces_ev_per_angstrom": [[-2.71, 0.75, -1.09], [0.68, -0.63, 0.76], [2.54, -0.67, 2.08], [0.38, 0.53, 0.17], [-0.86, -0.44, -0.70], [0.42, 0.87, -0.50], [0.46, 0.33, 0.23], [0.09, -0.25, -0.70], [-0.34, -0.50, 0.11], [-0.25, 0.01, 0.16], [0.29, 0.51, -1.46], [-0.71, -0.89, 0.61], [0.39, 0.10, 0.50], [-0.27, -1.41, 0.68], [0.42, 0.53, -0.43], [-0.46, 0.54, 0.01], [-0.28, 0.60, 0.14], [-0.06, 0.63, -0.16], [0.20, -0.68, -0.40], [0.48, 0.06, -0.54], [-0.37, 0.25, 0.30], [-0.10, -0.30, 0.29], [-0.05, 0.08, 0.15], [0.19, 0.05, -0.11], [-0.07, -0.07, -0.09]]}